# 1
This record from the Open Molecules 2025 dataset describes 4 unconnected molecules or ions with the total composition C18H33F6N6P at a distorted geometry. The level of theory is wB97M-V/def2-TZVPD.

Structure (XYZ):
```
64
Properties=species:S:1:pos:R:3
C -28.83 -7.12 9.90
C -27.54 -6.33 10.10
N -26.35 -7.14 10.02
C -25.23 -6.79 9.35
C -24.22 -7.66 9.86
N -24.78 -8.71 10.59
C -26.10 -8.30 10.72
C -24.17 -9.81 11.21
H -29.03 -7.59 8.93
H -29.64 -6.40 10.00
H -28.87 -7.97 10.59
H -27.60 -5.80 11.05
H -27.38 -5.58 9.32
H -25.16 -5.94 8.69
H -23.15 -7.55 9.74
H -26.76 -8.79 11.42
H -24.63 -10.17 12.12
H -23.19 -9.52 11.59
H -24.19 -10.67 10.53
C -30.88 -11.52 13.58
C -30.35 -12.90 14.04
N -29.25 -12.82 14.97
C -29.06 -13.49 16.25
C -27.86 -13.05 16.75
N -27.20 -12.25 15.78
C -28.02 -12.08 14.69
C -25.83 -11.60 16.00
H -30.05 -10.98 13.13
H -31.26 -11.00 14.46
H -31.72 -11.53 12.88
H -29.95 -13.36 13.13
H -31.10 -13.64 14.33
H -29.86 -14.05 16.70
H -27.41 -13.33 17.69
H -27.88 -11.54 13.77
H -26.08 -10.54 16.05
H -25.18 -11.87 15.17
H -25.38 -11.89 16.95
C -24.87 -4.47 13.65
C -23.89 -5.08 12.65
N -23.17 -6.23 13.17
C -22.19 -6.92 12.55
C -21.73 -7.99 13.32
N -22.52 -7.95 14.48
C -23.50 -6.93 14.33
C -22.34 -8.81 15.61
H -25.42 -3.60 13.27
H -24.26 -4.22 14.52
H -25.72 -5.11 13.88
H -23.09 -4.43 12.32
H -24.30 -5.26 11.65
H -21.83 -6.50 11.62
H -20.85 -8.58 13.09
H -24.29 -6.80 15.05
H -22.58 -9.83 15.30
H -22.97 -8.60 16.48
H -21.29 -8.77 15.92
P -27.46 -8.08 14.23
F -28.61 -6.90 14.42
F -26.47 -7.50 15.42
F -28.27 -9.02 15.34
F -26.35 -9.24 13.94
F -28.42 -8.66 13.04
F -26.74 -7.06 13.16
```

As for the total charge: +3. As for the multiplicity: 2. Its expectation value of S² is 0.7632. The total energy is -53711.61487 eV.


# 2
This record from the Open Molecules 2025 dataset describes 3 unconnected molecules or ions with the total composition C18H33F6NO8P at a distorted geometry. The level of theory is wB97M-V/def2-TZVPD.

Structure (XYZ):
```
67
Properties=species:S:1:pos:R:3
C 4.51 -0.78 -1.41
C 4.02 0.04 -0.12
C 2.58 0.70 -0.24
O 1.67 0.27 0.52
O 2.21 1.74 -1.14
C 1.91 1.25 -2.46
C 0.35 1.09 -2.77
P -0.50 -0.36 -1.92
C -1.40 0.16 -0.31
N -1.36 1.63 -0.07
C -1.91 -0.91 -3.11
O -2.56 -2.10 -2.65
C -3.93 -1.84 -2.25
C 0.58 -1.89 -1.67
O -0.13 -2.99 -1.08
C -0.09 -2.96 0.37
H 5.62 -1.02 -1.24
H 4.46 -0.21 -2.39
H 3.99 -1.81 -1.46
H 3.99 -0.69 0.76
H 4.77 0.88 0.12
H 2.43 0.28 -2.75
H 2.31 2.05 -3.19
H 0.25 0.91 -3.91
H -0.20 2.09 -2.59
H -2.48 -0.25 -0.31
H -0.90 -0.34 0.60
H -1.36 1.72 0.97
H -0.46 2.05 -0.35
H -1.38 -1.09 -4.12
H -2.59 0.01 -3.21
H -4.44 -1.01 -2.86
H -4.05 -1.69 -1.12
H -4.52 -2.80 -2.50
H 0.90 -2.24 -2.72
H 1.55 -1.71 -1.10
H 0.55 -2.11 0.80
H -1.13 -2.88 0.84
H 0.35 -3.95 0.74
C -5.49 -5.82 3.21
C -6.46 -4.71 2.83
O -5.82 -3.43 2.91
C -5.07 -3.07 1.86
O -4.91 -3.75 0.88
C -4.49 -1.67 2.06
F -3.99 -1.50 3.30
F -5.42 -0.72 1.89
F -3.49 -1.39 1.20
H -5.06 -5.63 4.19
H -6.00 -6.79 3.22
H -4.66 -5.87 2.50
H -7.29 -4.70 3.54
H -6.88 -4.87 1.83
C 3.14 4.46 -0.28
C 3.06 4.82 1.19
O 4.37 4.94 1.75
C 5.00 6.11 1.54
O 4.53 7.03 0.93
C 6.36 6.12 2.23
F 7.05 4.98 2.03
F 6.24 6.27 3.57
F 7.15 7.12 1.81
H 3.74 3.56 -0.42
H 2.14 4.29 -0.69
H 3.62 5.25 -0.85
H 2.55 4.02 1.74
H 2.48 5.73 1.35
```

As for the total charge: +1. The total energy is -62655.65951 eV.


# 3
This record from the Open Molecules 2025 dataset describes a molecular structure, C18H33MgO9 at a distorted geometry. The level of theory is wB97M-V/def2-TZVPD.

Structure (XYZ):
```
61
Properties=species:S:1:pos:R:3
Mg 0.60 -0.87 -0.16
C 4.69 -0.50 1.15
C 3.26 -0.11 1.55
O 2.33 -0.82 0.96
H 4.99 -1.50 1.50
H 5.42 0.25 1.47
H 4.72 -0.63 0.06
H 3.22 1.00 1.36
H 3.24 -0.13 2.69
C 3.06 1.41 -1.92
C 2.11 0.40 -2.64
O 1.11 -0.06 -1.89
H 2.83 1.35 -0.85
H 2.91 2.43 -2.28
H 4.11 1.09 -1.98
H 2.74 -0.40 -3.10
H 1.72 0.96 -3.54
C 0.14 -3.46 -2.75
C 0.21 -3.80 -1.28
O 0.82 -2.86 -0.52
H -0.43 -4.22 -3.33
H 1.13 -3.31 -3.17
H -0.45 -2.55 -2.95
H 0.80 -4.76 -1.21
H -0.78 -4.15 -0.87
O -0.42 -1.45 1.61
C -0.94 -1.21 2.64
O -0.58 -1.82 3.79
C -1.29 -1.29 4.92
C -2.49 -0.51 4.34
C -2.05 -0.20 2.92
H -0.62 -0.69 5.53
H -1.65 -2.14 5.48
H -2.72 0.40 4.90
H -3.39 -1.11 4.40
H -1.53 0.76 2.87
H -2.81 -0.22 2.14
O -0.08 1.02 0.48
C -0.12 2.13 0.89
O -1.29 2.82 0.96
C -1.05 4.12 1.51
C 0.45 4.39 1.35
C 1.04 2.99 1.38
H -1.31 4.08 2.57
H -1.70 4.85 1.02
H 0.81 5.01 2.17
H 0.70 4.92 0.44
H 1.45 2.63 2.31
H 1.79 2.82 0.62
O -1.37 -1.06 -1.06
C -2.13 -0.91 -1.95
O -3.38 -1.43 -1.94
C -4.11 -1.06 -3.11
C -3.19 -0.18 -3.98
C -1.85 -0.21 -3.26
H -4.99 -0.49 -2.79
H -4.48 -1.93 -3.64
H -3.56 0.85 -4.00
H -3.18 -0.52 -5.02
H -1.37 0.76 -3.13
H -1.08 -0.87 -3.68
```

The energy above the lowest of the compared OMol25 structures with the same formula, charge and spin comes out at 0.0 kcal per mole. As for the total charge: -1.


# 4
This record from the Open Molecules 2025 dataset describes a single C18H33N3O3S molecule at a distorted geometry. The level of theory is wB97M-V/def2-TZVPD.

Structure (XYZ):
```
58
Properties=species:S:1:pos:R:3
C 2.48 5.57 1.58
H 1.40 5.46 1.51
H 2.86 5.93 0.63
H 2.71 6.29 2.35
C 3.09 4.22 1.94
N 2.79 3.15 1.02
S 1.29 2.47 1.24
O 1.06 1.54 0.17
O 0.27 3.45 1.46
N 1.56 1.73 2.71
C 0.34 1.37 3.41
C -0.37 0.23 2.69
H -0.68 0.60 1.71
H -1.26 -0.07 3.25
C 0.56 -0.99 2.53
C 1.94 -0.61 1.98
C 2.51 0.63 2.67
H 2.79 0.40 3.70
H 3.39 0.99 2.13
H 1.87 -0.39 0.91
H 2.62 -1.45 2.11
C -0.13 -2.01 1.62
O -0.48 -3.10 2.02
N -0.29 -1.59 0.36
H -0.01 -0.66 0.10
C -1.01 -2.35 -0.64
H -0.34 -2.59 -1.47
H -1.33 -3.28 -0.16
C -2.23 -1.58 -1.16
C -3.00 -2.38 -2.16
C -4.08 -3.07 -1.83
C -4.88 -3.91 -2.78
C -4.53 -3.59 -4.23
C -3.02 -3.53 -4.39
C -2.47 -2.36 -3.57
H -2.75 -1.42 -4.04
H -1.38 -2.40 -3.56
H -2.58 -4.46 -4.04
H -2.75 -3.40 -5.44
H -4.97 -2.63 -4.51
H -4.96 -4.36 -4.89
H -4.68 -4.96 -2.57
H -5.95 -3.74 -2.60
H -4.42 -3.07 -0.80
H -2.87 -1.33 -0.30
H -1.89 -0.64 -1.61
H 0.68 -1.46 3.51
H 0.61 1.09 4.43
H -0.29 2.26 3.43
C 3.25 3.26 -0.36
C 3.95 1.98 -0.80
H 3.25 1.16 -0.78
H 4.33 2.10 -1.81
H 4.78 1.76 -0.13
H 3.94 4.10 -0.41
H 2.40 3.46 -1.02
H 4.18 4.30 2.01
H 2.71 3.88 2.91
```

The energy above the lowest of the compared OMol25 structures with the same formula, charge and spin comes out at 6.7 kcal per mole. As for the total charge: 0.


Which of these has the highest total charge?
C18H33F6N6P


Which value of total charge does entry 4 give?
0